The following is a DFT calculation (ωB97M-V/def2-TZVPD) of a structure of composition C22H45O12Zn at a distorted geometry.

Geometry as XYZ:
```
80
Properties=species:S:1:pos:R:3
H 1.40037 -0.92839 -2.46289
H -3.60106 4.52562 7.06290
C 5.04327 0.23682 0.52109
H 5.12244 -0.51134 -0.26764
C -1.95027 3.07895 0.03064
H -0.61925 3.15505 1.71433
H -0.46642 -2.59276 2.43385
H -3.58464 -5.09782 -1.71890
H 1.07639 -4.72857 -0.48518
H 6.24702 1.77688 2.59010
O -1.78955 3.38180 7.06231
C 0.45446 2.04155 -2.66257
H 4.94910 2.68898 1.81718
H 0.57625 1.29890 -1.87406
H -4.93065 -3.90292 -1.80766
C -1.31471 0.65993 -3.52625
H 0.24457 1.30411 4.04538
O -2.45277 -2.27461 -1.04169
H 0.12111 3.30316 0.05157
H -1.07139 1.49777 -6.27772
H -1.41110 1.85508 3.53080
H -3.48609 4.51078 -0.48892
H -2.65060 -3.76928 -3.88256
H -1.20832 0.49726 4.65369
H 0.35944 0.77034 1.49878
C -0.17137 -4.46037 1.33015
H 1.41432 2.18154 -3.15973
C -1.03527 -3.45466 2.08506
C -2.91785 3.98064 7.71430
H 0.87059 -3.08133 0.20877
H 0.99125 -0.91568 1.38789
H 6.63056 3.14176 1.53865
H 0.10282 2.96667 -2.20584
H -2.53730 4.74703 8.38952
C -2.89855 -3.02560 -1.95163
C 6.05074 1.35037 0.46879
C 1.93844 -1.51799 -3.20515
O -0.79846 2.38423 5.38183
H 4.01816 0.58815 0.40360
C -2.02557 2.62795 5.99601
H -1.76190 -3.18483 1.31870
H 2.77825 -1.70206 -0.70947
C -2.57388 -2.81375 -3.36374
H -0.38509 -3.73801 -0.73368
H 1.50930 0.34448 0.26251
H -0.04740 0.14188 -5.93531
C 0.38303 -4.02961 -0.01740
H 5.06970 -0.35446 1.43640
H -0.75713 4.62981 0.80377
C -0.71973 3.54526 0.70154
C 3.25099 -2.48663 -1.30028
O -1.75246 0.16828 -4.74791
O -0.42309 -0.45273 0.08184
H 3.18116 -3.36524 -0.65898
Zn -2.35221 -0.20396 -0.51405
C -0.79515 1.45457 4.33596
C -3.90668 -4.08405 -1.48087
H 1.20148 -1.81022 -3.95321
H -1.57717 -2.37871 -3.43721
H 2.68029 -0.84823 -3.64011
H -2.04305 4.75651 -1.36265
H -3.09154 3.37164 -1.79382
O -0.31833 1.53607 -3.74452
C 5.95633 2.29658 1.67713
O -1.87192 0.40104 -2.44352
C 2.51055 -2.76104 -2.56729
O -3.11131 2.17714 5.64773
H -3.23083 -2.02744 -3.73554
O 0.00568 -5.58969 1.75293
O 2.33346 -3.90496 -2.95643
H -3.55297 3.29395 8.27394
H -1.53376 -3.94969 2.91845
O 6.87936 1.41935 -0.48183
C 0.66229 -0.03738 0.83248
O -2.29453 1.91300 0.18641
C -2.67977 3.96136 -0.97481
C -1.09240 0.44755 -5.98671
H -3.88217 -4.09463 -0.39120
H 4.29586 -2.21523 -1.45091
H -1.63309 -0.11631 -6.74685
```

Properties
HOMO energy = -11.24 eV
Relative energy (zero: lowest compared OMol25 entry of this formula, charge and spin) = 212.6 kJ/mol
Total charge = +1

=====

The following is a DFT calculation (ωB97M-V/def2-TZVPD) of a structure of composition C24H36BrCa2F7N3O7P at a distorted geometry.

Geometry as XYZ:
```
81
Properties=species:S:1:pos:R:3
C 0.95781 -3.35009 2.17570
H -2.90906 3.42350 -0.19305
F -4.09123 9.22404 -2.43987
H -2.43154 -0.30543 -1.92106
H 3.81249 -5.24496 2.02893
H 0.57297 -8.21405 5.05357
P -3.24127 8.86476 -3.95521
H 2.19445 5.19644 0.53100
Br -1.94849 -2.73830 -7.65138
F -2.75927 7.58277 -4.87761
F -1.93697 9.63954 -4.55674
H 4.49625 -2.81599 3.44662
H -1.84260 -0.96785 -4.84493
C -0.65499 -2.87439 -4.78800
C 1.16159 3.46668 1.77853
H 3.58731 -2.00462 -0.38909
C -1.91753 -2.03516 -4.77939
O 1.15456 5.92492 2.10132
O 5.14138 -2.70387 4.14615
F -3.97864 10.23702 -4.43712
H -2.41467 -2.35656 -3.87460
C -1.24069 -2.66133 1.11852
O 1.04228 -7.67542 5.70677
H 2.68018 -6.72010 4.87225
C -2.67757 -2.79247 -5.83445
H 1.76925 -0.94335 1.06956
N -1.34196 -0.65434 -0.17686
C 3.37278 -5.92066 4.53937
C 1.98862 5.18237 1.61762
C 4.08984 -0.55814 4.63191
F -4.76296 8.15337 -4.33345
C -1.34517 -4.21220 -4.68012
H -5.33497 4.68549 -3.54856
C 2.14410 -3.95055 1.65568
H -5.37616 3.17155 -1.30151
C -1.93894 -1.80166 0.35642
C 1.43300 -4.54678 4.20996
F 2.34878 0.65819 0.51254
C -2.11855 0.22987 -1.02035
H -3.70668 -2.52069 -5.94809
F -2.24212 8.26654 -2.80453
H 4.21547 -6.33332 3.99446
O -1.01194 -5.17516 -4.06082
H 2.45782 -3.78021 0.65539
H -2.99037 0.57043 -0.45951
C -4.55220 3.75331 -1.67795
N -3.32561 5.10220 -2.94635
Ca 2.11113 -2.57110 -0.45901
C -0.01535 -0.37360 0.09196
H -0.02047 -2.64880 -3.95060
H -0.25676 -3.31395 3.97151
C -2.53114 4.71907 -1.90660
C 0.14987 -2.41706 1.39766
H -1.51810 5.07239 -1.82558
N 2.56897 -5.06231 3.67188
O 1.97890 2.69565 1.31149
Ca -5.65352 8.14753 -2.00705
C 5.36815 -1.29760 4.28468
H 3.72948 -5.32976 5.37839
H 2.94580 4.99366 2.13596
H -1.51076 1.08415 -1.29760
H 1.21994 -4.83826 5.22961
H -2.97802 -1.96232 0.11377
H 0.19493 3.61847 1.25611
H 4.27235 0.50973 4.74826
H -1.73650 -3.54563 1.49310
H 5.79007 -0.90996 3.35286
H -0.04508 -2.75657 -5.66363
C -3.26145 3.88582 -1.09909
H 0.90745 3.40857 2.85437
H 3.66840 -0.94662 5.55998
H 3.34018 -0.69391 3.84780
H -3.04635 5.72182 -3.69081
O -2.50596 -4.12415 -5.39724
C 0.62640 -3.71280 3.49763
H 6.10980 -1.17862 5.07135
H 0.41211 0.52984 -0.31733
C 2.91320 -4.78653 2.41168
C -4.56118 4.51224 -2.81917
O 4.08507 -2.69171 -0.80831
C 0.71967 -1.21302 0.86023
```

Properties
HOMO energy = -4.97 eV
Total charge = 0

=====

The following is a DFT calculation (ωB97M-V/def2-TZVPD) of a structure of composition C12H16AuBrCl2N at a distorted geometry.

Geometry as XYZ:
```
33
Properties=species:S:1:pos:R:3
H -1.43303 1.23801 -1.80000
H -2.15417 -2.54359 -2.85634
H 1.36652 -2.71571 -0.71978
C 2.43784 1.93311 2.83779
C -1.59118 -2.12671 -2.05302
C -1.24496 0.96255 -0.68154
C 0.33632 -2.56530 -0.49900
C 0.05284 -1.06327 -0.15554
C 1.68908 3.55386 1.22865
Cl -1.55241 -2.63202 2.37624
H -0.39385 -0.82742 -3.24606
H 0.45158 0.74037 -1.52356
N 0.71341 1.39573 1.31043
C 0.71265 2.61873 0.78295
H 0.04509 -3.52432 -2.43803
H 3.07747 1.58630 3.65073
C 1.47587 1.06320 2.32231
H 0.90482 -0.63949 0.42725
H -1.91429 1.65615 -0.14831
H 1.30718 0.05485 2.74038
H -1.01793 -4.01944 -1.17571
C -1.05418 -0.72593 -2.46582
H 3.29111 3.90324 2.65017
H -2.29255 -2.00435 -1.19184
C -0.27750 -0.05188 -1.29323
Br 1.82949 5.25709 0.41527
Cl -3.42990 0.48635 2.11680
H -1.87187 -0.14934 -2.79699
C 2.54551 3.19305 2.27508
Au -1.58182 -0.67796 1.04209
H -0.04458 2.80574 0.04139
H 0.17617 -3.05469 0.42991
C -0.55874 -3.12689 -1.60269
```

Properties
<S²> = 2.01
HOMO energy (alpha / beta) = -2.77 / -4.93 eV
2S+1 = 3
Total charge = -1

=====

The following is a DFT calculation (ωB97M-V/def2-TZVPD) of a cluster of 2 separate species, CH9N3 in total at a distorted geometry.

Geometry as XYZ:
```
13
Properties=species:S:1:pos:R:3
H -0.04629 0.87063 1.35060
H -1.23406 -0.61608 -1.29394
N -0.96935 -1.12993 -0.46102
H -0.95382 1.55062 0.19810
H -2.61093 -0.11953 0.26922
H 2.25242 -0.03793 0.11176
H -1.68843 -0.87187 1.54930
H 2.02092 0.75206 -1.26467
H 0.04865 -1.04554 -0.40187
N 2.41154 -0.11565 -0.88966
C -1.61601 -0.34575 0.58683
N -1.00524 0.92946 0.99590
H 3.39059 0.17950 -0.75055
```

Properties
SMILES = NCN.N
HOMO energy = -9.09 eV
Relative energy (zero: lowest compared OMol25 entry of this formula, charge and spin) = 35.2 kJ/mol
Total charge = 0

=====

The following is a DFT calculation (ωB97M-V/def2-TZVPD) of the ion C4H6NO2 with charge +1 at a distorted geometry.

Geometry as XYZ:
```
13
Properties=species:S:1:pos:R:3
H 1.29584 1.68561 -0.22827
H 0.48123 0.82551 -1.50453
H 0.14594 0.95466 1.52367
N 2.97529 0.15377 0.38701
C -1.40222 0.08883 0.35076
O 3.85951 -0.59127 0.31517
H -1.93893 -1.80277 0.46099
C -2.28359 -0.83956 -0.04005
C -0.24780 0.58003 0.57554
H -3.37638 -0.62517 -0.05128
O 1.78464 -0.26125 -0.25848
C 0.91770 0.78547 -0.47505
H -2.21124 -0.95385 -1.05547
```

Properties
HOMO energy = -14.53 eV
Relative energy (zero: lowest compared OMol25 entry of this formula, charge and spin) = 605.4 kJ/mol
Total charge = +1

=====

| no. | total energy (eV) |
| --- | --- |
| 1 | -96523.350 |
| 2 | -179494.565 |
| 3 | -112970.684 |
| 4 | -5652.886 |
| 5 | -9816.326 |